1.
12
Properties=species:S:1:pos:R:3 method="wB97M-V/def2-TZVPD" orbital_gap_ev=8.8 e_homo_ev=-9.21
C -0.696 1.211 -0.970
C 0.554 1.106 -1.415
O 1.189 0.066 -1.932
F 1.249 2.244 -1.407
H -1.049 2.094 -0.606
H -1.264 0.380 -0.883
H 2.053 0.385 -2.200
O -0.769 -3.428 1.548
C -0.684 -2.285 1.839
C -0.198 -1.080 2.041
F -1.043 -0.121 2.479
H 0.658 -0.572 1.505

***

2.
36
Properties=species:S:1:pos:R:3 method="wB97M-V/def2-TZVPD" orbital_gap_ev="5.8 / 5.8" charge=+1 e_homo_ev="-11.45 / -11.44"
C -0.852 -2.766 0.372
Ce 0.352 -2.142 -1.164
N 1.547 -1.494 -2.987
H 0.022 -3.477 -1.895
H 0.953 -1.184 -3.770
H 1.386 -3.114 -0.600
H -0.976 -3.859 0.400
H -1.834 -2.292 0.170
H -0.464 -2.422 1.347
H 2.241 -0.749 -2.843
H 2.073 -2.302 -3.347
C 1.745 -0.133 3.158
C 1.185 -0.366 1.761
O 1.777 0.533 0.861
P 0.811 0.631 -0.548
O 0.992 2.333 -0.253
C 0.420 2.826 0.962
C -1.097 2.713 1.095
O -0.066 0.593 -2.025
C -1.373 1.093 -1.908
C -2.325 0.099 -1.258
H 2.848 -0.261 3.154
H 1.299 -0.864 3.865
H 1.500 0.890 3.511
H 1.458 -1.398 1.459
H 0.081 -0.226 1.832
H 0.910 2.407 1.858
H 0.657 3.909 1.008
H -1.418 1.655 1.092
H -1.408 3.153 2.066
H -1.610 3.292 0.303
H -1.387 2.086 -1.439
H -1.742 1.271 -2.940
H -2.032 -0.088 -0.209
H -3.356 0.512 -1.266
H -2.316 -0.857 -1.824

***

Calculated total energy, record by record: -504.91411, -1376.80384 Eh
ΔE to the lowest compared entry with this formula, charge and spin, record by record: 71.4, 137.2 kcal per mole